Entry from the OMol25 dataset: 2 unconnected molecules or ions with the total composition C4H9O4 (ωB97M-V/def2-TZVPD).

The geometry in XYZ format:
```
17
Properties=species:S:1:pos:R:3:forces:R:3
C -0.13869 -0.69200 1.47139 1.931 0.535 -1.044
O 0.58203 -1.80865 1.61535 -0.386 -0.647 -0.035
C 0.10957 0.07693 0.08740 -1.085 -0.693 -0.387
C -1.12433 0.96303 -0.17348 1.722 0.684 0.971
C -1.12453 1.83621 -1.38448 -1.032 0.024 -1.043
O -0.23570 1.47175 -2.32650 0.839 -1.250 0.756
O -1.87696 2.76598 -1.59615 0.195 -0.207 0.325
H -1.25056 -0.87596 1.44921 0.307 0.407 0.715
H 0.29458 0.05475 2.19048 -1.398 0.268 0.364
H 0.06985 -0.69988 -0.70279 0.516 0.270 0.302
H 1.04059 0.64284 0.04012 0.096 -0.216 0.126
H -1.89762 0.19783 -0.14566 -0.814 0.806 -0.179
H -1.17037 1.72781 0.63237 -0.659 -0.789 -0.008
H -0.42777 1.86132 -3.16649 -0.403 0.895 -0.643
H 2.10852 -2.35677 1.35764 0.207 -0.309 -0.224
H 2.26267 -2.41534 -0.05411 0.574 -0.460 0.191
O 2.77873 -2.74985 0.70573 -0.612 0.680 -0.184
```
Positions in Å, forces in eV/Å.

Net charge   -1
Calculated total energy   -12484.14555 eV
HOMO-LUMO gap   6.2 eV
Energy relative to the best compared isomer or geometry (same formula, charge and spin)   219.49 kJ/mol

***

Entry from the OMol25 dataset: 3 unconnected molecules or ions with the total composition C4H9O6 (ωB97M-V/def2-TZVPD).

The geometry in XYZ format:
```
19
Properties=species:S:1:pos:R:3:forces:R:3
O 1.10550 -3.40742 1.22902 -0.278 -0.067 0.216
C 0.78031 -2.38354 0.69084 0.310 -0.184 -0.970
O -0.00189 -2.45287 -0.42907 0.296 -2.649 0.965
C 1.24447 -1.00980 1.03162 -1.910 0.502 -2.322
C -0.01344 -0.04194 0.83246 0.703 1.244 -0.672
C 0.34465 1.35623 1.61287 2.784 -0.792 -0.658
O 1.17986 1.25187 2.55408 -1.742 -0.349 -0.499
O 0.04729 2.44404 1.05895 -0.905 -0.043 -0.504
H -0.14508 -1.66384 -0.90481 -0.190 1.955 -0.568
H 1.51139 -0.93425 2.04297 0.905 0.046 1.119
H 2.08599 -0.82172 0.27389 -1.083 0.269 1.315
H -0.25282 0.08259 -0.29481 0.627 0.443 1.921
H -0.97327 -0.43211 1.21611 0.653 -0.264 0.286
H -1.40960 0.86732 -2.31918 0.893 -1.846 -0.246
H -1.50506 -0.50272 -3.09934 -4.658 -3.989 -6.831
O -1.10204 -0.09892 -2.47856 4.084 5.777 7.266
H -1.71363 2.86236 -0.99533 0.030 0.091 0.304
H -0.23838 2.39982 -0.59793 -2.270 0.256 -1.241
O -0.94426 2.48489 -1.42378 1.751 -0.399 1.119
```
Positions in Å, forces in eV/Å.

Net charge   -1
Calculated total energy   -16580.67019 eV
HOMO-LUMO gap   8.4 eV
Energy relative to the best compared isomer or geometry (same formula, charge and spin)   90.10 kJ/mol

***

Entry from the OMol25 dataset: 2 unconnected molecules or ions with the total composition C4H9OP (ωB97M-V/def2-TZVPD).

The geometry in XYZ format:
```
15
Properties=species:S:1:pos:R:3:forces:R:3
C 0.28548 -3.24644 -1.35134 0.153 1.684 -0.590
C 0.62638 -2.15179 -1.68668 0.524 -0.841 0.389
C -0.36719 0.93956 1.90835 -0.298 0.204 0.058
C 0.18241 0.36356 0.60753 1.939 -0.518 -1.095
O -0.99966 1.89982 -1.25236 0.761 -0.017 0.780
P 0.55439 1.76593 -0.58989 0.060 1.416 1.098
H 0.92602 1.25013 -1.76745 1.278 -1.518 -1.248
H -0.17408 -4.12641 -1.15271 -0.959 -2.126 0.574
H 1.28423 -1.36801 -1.86033 0.291 1.259 -0.410
H 0.41796 1.42075 2.53875 -0.590 0.237 -0.910
H -1.26933 1.59349 1.71645 1.075 -0.440 0.507
H -0.67525 0.12829 2.54984 -0.539 -0.367 0.088
H -0.49148 -0.14826 -0.07825 -0.555 -0.626 0.840
H 1.07211 -0.33960 0.80388 -1.211 1.147 -0.366
H -1.37199 2.01898 -0.38578 -1.929 0.507 0.284
```
Positions in Å, forces in eV/Å.

Net charge   0
Calculated total energy   -15626.77070 eV
HOMO-LUMO gap   9.5 eV
Energy relative to the best compared isomer or geometry (same formula, charge and spin)   276.31 kJ/mol
SMILES   CCPO.C#C

***

Entry from the OMol25 dataset: a single C4H9OP molecule (ωB97M-V/def2-TZVPD).

The geometry in XYZ format:
```
15
Properties=species:S:1:pos:R:3:forces:R:3
C -1.73093 -1.17987 0.06263 -1.197 -1.710 -0.150
C 0.35465 -0.39232 -1.25266 1.728 0.095 -2.717
C 0.95527 2.00905 1.19150 1.330 0.169 -1.354
C -0.53454 -0.33269 -0.09572 0.805 2.334 2.192
O -1.18872 0.74436 2.35246 -0.693 0.231 0.581
P -0.39704 0.83751 1.11918 0.039 -1.455 -0.580
H -1.88959 -1.62079 1.14150 0.483 0.535 -2.276
H -2.61900 -0.55400 -0.13890 0.091 -0.473 0.115
H -1.67936 -1.93930 -0.80917 -0.333 0.683 1.806
H 0.99157 0.55992 -1.37700 -1.228 -1.326 -0.123
H 1.12895 -1.19345 -1.24251 -0.408 0.181 0.648
H -0.15531 -0.68870 -2.24682 0.353 1.083 1.397
H 1.72022 1.53479 0.52566 -0.360 0.685 0.368
H 0.68658 3.00278 0.76431 0.115 -0.754 0.363
H 1.44841 2.14169 2.16966 -0.723 -0.278 -0.268
```
Positions in Å, forces in eV/Å.

Net charge   0
Calculated total energy   -15628.95166 eV
HOMO-LUMO gap   8.5 eV
Energy relative to the best compared isomer or geometry (same formula, charge and spin)   65.88 kJ/mol

***

Entry from the OMol25 dataset: 2 unconnected molecules or ions with the total composition C4H9OP (ωB97M-V/def2-TZVPD).

The geometry in XYZ format:
```
15
Properties=species:S:1:pos:R:3:forces:R:3
C -0.78417 0.67682 -0.66442 -0.657 2.344 -0.291
C -1.33473 1.38506 -1.93021 -1.032 -0.308 2.048
C -0.67164 1.47103 0.63951 -1.446 -0.455 -1.725
C 1.91936 -2.62303 1.22543 -1.128 -0.644 -1.928
O -0.34138 -0.41487 -0.74473 0.815 -2.363 -0.007
P 1.43561 -1.30439 2.33028 -0.180 0.636 0.594
H -1.05025 0.79862 -2.75810 -0.751 -1.465 -1.003
H -0.62121 2.15786 -2.12234 -0.308 1.738 0.398
H -2.46717 1.61977 -1.78262 2.272 0.022 -0.689
H -1.09487 2.44660 0.54082 -0.038 0.715 0.123
H 0.32013 1.44378 0.93240 2.265 0.470 0.280
H -1.11932 0.94023 1.43095 -1.085 -0.727 0.872
H 2.78474 -3.20022 1.68898 -1.044 0.520 -1.168
H 2.07396 -2.12047 0.16043 0.270 -1.297 2.082
H 0.95093 -3.27678 1.05362 2.048 0.815 0.413
```
Positions in Å, forces in eV/Å.

Net charge   0
Calculated total energy   -15626.50194 eV
HOMO-LUMO gap (spin up / spin down)   7.1 / 7.1 eV
Energy relative to the best compared isomer or geometry (same formula, charge and spin)   302.24 kJ/mol

***

Entry from the OMol25 dataset: 2 unconnected molecules or ions with the total composition C4H9P (ωB97M-V/def2-TZVPD).

The geometry in XYZ format:
```
14
Properties=species:S:1:pos:R:3:forces:R:3
C -1.22787 -0.23881 0.45761 0.314 -0.548 -0.151
C -1.04670 0.96894 0.86162 -0.030 1.052 0.353
C -2.08247 2.04130 1.14383 0.072 -0.339 -0.108
C 1.72740 -1.74740 -1.10969 0.346 0.222 0.255
P 3.43093 -1.12428 -0.73370 -0.344 0.036 0.244
H -1.94266 -0.97157 0.17026 -0.436 -0.209 -0.090
H 3.97462 -1.58742 -1.93788 0.262 -0.108 -0.328
H -0.03646 1.32514 1.04786 0.247 -0.117 -0.050
H -1.92895 2.42070 2.15162 -0.058 0.090 0.076
H -3.09550 1.66123 1.05489 -0.090 -0.010 -0.018
H -1.94647 2.86545 0.44505 -0.030 0.084 -0.004
H 1.04849 -1.44269 -0.31393 -0.061 -0.022 -0.079
H 1.73580 -2.83257 -1.17854 -0.055 -0.133 -0.036
H 1.38986 -1.33801 -2.05901 -0.136 0.004 -0.063
```
Positions in Å, forces in eV/Å.

Net charge   0
Calculated total energy   -13578.01696 eV
HOMO-LUMO gap (spin up / spin down)   8.2 / 7.9 eV
Energy relative to the best compared isomer or geometry (same formula, charge and spin)   316.74 kJ/mol

***

Entry from the OMol25 dataset: 2 unconnected molecules or ions with the total composition C4H9S (ωB97M-V/def2-TZVPD).

The geometry in XYZ format:
```
14
Properties=species:S:1:pos:R:3:forces:R:3
C 3.03974 0.61135 -0.13636 -0.765 -0.275 1.185
S 3.16231 -1.22417 -0.04232 0.265 0.220 -0.065
H 2.11366 0.94750 0.36010 -0.137 -0.212 -0.416
H 3.00525 0.96783 -1.16180 0.327 0.242 -0.065
H 3.77347 1.11306 0.50923 0.477 -0.038 -0.632
C -1.66976 0.26082 -0.98626 -0.061 0.382 0.677
C -2.11131 -0.29949 0.34034 0.677 0.474 -0.232
C -1.33745 -0.96470 1.19310 -1.037 -0.324 0.275
H -2.32425 1.07980 -1.31389 -0.291 -0.234 -0.137
H -1.63526 -0.53880 -1.72568 0.068 0.124 -0.201
H -0.69834 0.74887 -0.87572 0.200 -0.336 -0.134
H -3.13115 -0.09479 0.66623 -0.089 -0.263 -0.151
H -1.89604 -1.36945 2.04099 0.331 0.062 0.290
H -0.29088 -1.23785 1.13204 0.035 0.177 -0.394
```
Positions in Å, forces in eV/Å.

Net charge   -2
Calculated total energy   -15124.77476 eV
Multiplicity   2
HOMO-LUMO gap (spin up / spin down)   2.3 / 6.1 eV
Energy relative to the best compared isomer or geometry (same formula, charge and spin)   48.80 kJ/mol
⟨S²⟩   0.75

***

Entry from the OMol25 dataset: a molecular structure, C4HAlF12N2O9S4 (ωB97M-V/def2-TZVPD).

The geometry in XYZ format:
```
33
Properties=species:S:1:pos:R:3:forces:R:3
Al 2.03377 -0.85583 0.83238 0.288 0.470 0.157
C -2.54245 -0.12526 2.86354 0.268 2.011 0.257
F -2.74634 -1.29793 2.32918 -0.715 -0.131 0.139
F -2.88722 0.85627 2.03100 0.545 -0.782 -0.804
F -3.24505 0.14948 3.94771 0.297 -1.265 0.409
S -0.63801 -0.15726 3.31331 0.526 -2.618 -0.179
O -0.45365 0.14457 4.71173 -0.137 0.368 -1.783
O -0.26414 -1.52072 2.89902 0.445 0.945 -0.250
N 0.08800 0.77780 2.08082 -1.542 -2.893 0.687
S -0.23087 2.26175 2.52644 0.839 3.551 2.477
O -1.40678 2.53933 3.34637 0.695 -1.166 -1.875
O 0.97334 2.68679 3.18256 0.416 0.868 -0.933
C -0.47880 3.07369 0.86450 -0.714 1.385 1.461
F -0.91954 4.32116 1.15862 0.504 -0.606 -0.349
F 0.66593 3.13764 0.23190 0.251 -0.131 -0.413
F -1.41118 2.47470 0.16697 0.031 -0.351 -0.333
C -1.77615 -0.20760 -1.93275 1.114 -0.430 1.312
F -1.73937 -0.14844 -0.58738 0.116 0.067 -0.101
F -2.00870 -1.47723 -2.24994 -0.479 0.273 -0.385
F -2.70228 0.62678 -2.34727 0.161 -0.378 -0.419
S -0.08972 0.24204 -2.63396 -1.616 2.726 0.293
O -0.27004 -0.08350 -4.02130 0.342 -0.500 0.826
O 0.10883 1.64941 -2.34027 0.265 -1.789 0.541
N 0.99459 -0.80063 -1.73083 -2.315 1.945 -0.107
S 2.01462 -1.29582 -2.84784 3.544 -2.104 0.874
O 2.31518 -0.42246 -3.92088 -0.225 0.117 -0.476
O 3.16502 -1.71424 -2.03060 -1.144 -0.478 -0.268
C 1.09214 -2.90536 -3.49429 0.749 1.306 0.506
F 0.63755 -3.47031 -2.39043 -0.631 -0.257 0.165
F 0.12226 -2.56176 -4.32229 0.375 -0.689 0.308
F 1.93872 -3.73728 -4.05210 0.216 0.092 -0.480
O 4.46919 -0.84782 1.97983 -1.758 1.523 -1.147
H 5.19114 -1.31196 2.43624 -0.710 -1.078 -0.108
```
Positions in Å, forces in eV/Å.

Net charge   0
Calculated total energy   -108107.99135 eV
HOMO-LUMO gap   4.1 eV
Energy relative to the best compared isomer or geometry (same formula, charge and spin)   289.86 kJ/mol

***

Entry from the OMol25 dataset: a molecular structure, C4HBrClI (ωB97M-V/def2-TZVPD).

The geometry in XYZ format:
```
8
Properties=species:S:1:pos:R:3:forces:R:3
C -0.41158 0.15317 0.08789 -0.832 -0.826 0.513
C -1.28244 -0.65935 0.59793 -0.834 1.057 -0.059
C -1.39910 -3.22461 1.29446 -0.425 0.734 0.069
C -1.17339 -2.00761 0.91610 0.239 -1.359 0.205
Cl -2.98464 0.05680 0.93668 0.719 -0.304 -0.125
Br -0.23972 -4.71991 1.18371 -0.026 0.355 -0.079
I -3.31177 -3.71877 2.21853 0.558 0.209 -0.297
H 0.47223 0.56903 -0.30225 0.601 0.134 -0.227
```
Positions in Å, forces in eV/Å.

Net charge   0
Calculated total energy   -94823.68751 eV
HOMO-LUMO gap (spin up / spin down)   7.7 / 7.5 eV
Energy relative to the best compared isomer or geometry (same formula, charge and spin)   248.92 kJ/mol

***

Entry from the OMol25 dataset: a single C4HCl3 molecule (ωB97M-V/def2-TZVPD).

The geometry in XYZ format:
```
8
Properties=species:S:1:pos:R:3:forces:R:3
C 1.56338 1.60010 -0.46752 1.593 2.292 -0.720
C 0.86069 0.65250 -0.10199 -3.713 -3.989 0.901
C 0.27887 -0.78820 0.00044 2.388 -0.309 1.202
C -0.69618 0.26346 0.22148 1.311 1.109 0.278
Cl 0.37416 -1.72608 -1.52768 -0.322 0.473 1.329
Cl -1.16551 0.72511 1.84951 0.127 -0.443 -0.269
Cl -1.87672 0.57998 -0.94112 -0.630 0.275 -0.675
H 0.66130 -1.30686 0.96688 -0.755 0.591 -2.046
```
Positions in Å, forces in eV/Å.

Net charge   0
Calculated total energy   -41725.77435 eV
HOMO-LUMO gap   9.6 eV
Energy relative to the best compared isomer or geometry (same formula, charge and spin)   231.69 kJ/mol

***

Entry from the OMol25 dataset: 2 unconnected molecules or ions with the total composition C4HCl4IN2O2 (ωB97M-V/def2-TZVPD).

The geometry in XYZ format:
```
14
Properties=species:S:1:pos:R:3:forces:R:3
C 0.26759 -1.53588 -0.06743 0.162 0.510 -0.561
C 0.57897 -0.59546 -0.98941 0.002 -1.371 0.834
C -1.15928 -1.30205 0.34197 0.218 -0.111 0.249
C -1.47070 -0.10634 -0.52030 0.258 0.170 -0.300
N -0.48890 0.25999 -1.24712 -0.937 0.645 -0.241
N 1.22690 2.34267 0.38940 0.853 -1.524 1.012
O 1.87745 2.95222 -0.35239 0.693 0.978 -1.067
O 0.11508 2.37043 0.73132 -1.331 0.311 0.319
Cl 1.23548 -2.76576 0.57518 0.094 -0.032 0.018
Cl 2.03951 -0.36049 -1.81427 0.049 -0.124 -0.125
Cl -1.32896 -0.90032 2.07484 0.037 -0.053 -0.160
Cl 2.21116 0.95238 1.25404 -0.114 0.484 0.084
I -3.29256 0.84465 -0.52322 -0.037 0.017 0.015
H -1.81172 -2.15605 0.14739 0.053 0.099 -0.077
```
Positions in Å, forces in eV/Å.

Net charge   0
Calculated total energy   -69425.02848 eV
HOMO-LUMO gap   8.2 eV
Energy relative to the best compared isomer or geometry (same formula, charge and spin)   22.63 kJ/mol
SMILES   ClC1=C(Cl)[C@@H](Cl)C(I)=N1.O=[N+]([O-])Cl

***

Entry from the OMol25 dataset: a single C4HClFN molecule (ωB97M-V/def2-TZVPD).

The geometry in XYZ format:
```
8
Properties=species:S:1:pos:R:3:forces:R:3
C -1.45791 0.27136 0.20559 0.384 -0.589 0.038
C -0.02066 0.03399 0.03611 1.296 -0.095 -0.220
C 1.17449 -0.11805 -0.09233 -1.127 0.084 0.148
C 2.54233 -0.31377 -0.23224 0.271 -0.048 -0.029
H -1.69064 0.43097 1.24978 -0.108 0.126 0.199
N 3.67984 -0.48030 -0.34489 -0.637 0.102 0.062
F -1.84351 1.34055 -0.51962 -0.149 0.324 -0.190
Cl -2.38394 -1.16475 -0.30239 0.070 0.096 -0.007
```
Positions in Å, forces in eV/Å.

Net charge   0
Calculated total energy   -20891.53321 eV
HOMO-LUMO gap   11.1 eV
Energy relative to the best compared isomer or geometry (same formula, charge and spin)   0.00 kJ/mol
SMILES   N#CC#C[C@@H](F)Cl